Entry 1:
177
Properties=species:S:1:pos:R:3 method="wB97M-V/def2-TZVPD" energy_ha=-7875.49647 lumo_energy_ev=-2.41 orbital_gap_ev=7.90 largest_force_ha_per_bohr=0.0272 charge=+1
C 3.857 -1.882 4.244
C 4.698 -1.927 3.394
C 5.717 -1.930 2.355
C 5.097 -1.895 0.926
C 5.939 -0.929 0.091
C 5.551 -0.593 -1.381
C 4.283 0.300 -1.293
C 3.308 0.611 -2.452
C 1.870 0.951 -1.994
C 0.926 -0.235 -1.886
C 1.864 1.838 -0.746
C 6.800 0.238 -1.940
P 7.677 1.280 -0.591
O 8.490 0.430 0.278
O 8.562 2.331 -1.383
O 6.574 2.170 0.090
P 6.421 1.533 -3.238
O 5.819 2.722 -2.632
O 7.822 1.848 -3.937
O 5.538 0.858 -4.390
O 7.887 -0.639 -2.251
C 7.708 -1.532 -3.331
Br 8.827 -3.072 -2.881
C 8.239 -0.990 -4.659
O 8.561 -2.043 -5.552
C 7.963 -1.951 -6.775
C 8.794 -2.521 -7.872
O 6.860 -1.486 -6.901
C 6.243 -1.949 -3.479
N 5.473 -1.930 -2.184
F 6.171 -2.905 -1.470
C 4.150 -2.579 -2.529
C 3.005 -2.704 -1.536
C 2.961 -4.074 -0.826
C 2.137 -4.075 0.465
N 1.019 -3.155 0.440
C 0.953 -1.986 1.141
C -0.273 -1.406 0.912
C -0.967 -2.263 0.038
C -0.153 -3.326 -0.247
H 3.205 -1.868 5.082
H 6.388 -1.087 2.511
H 6.312 -2.833 2.481
H 5.139 -2.909 0.559
H 4.077 -1.551 1.046
H 6.957 -1.300 0.117
H 5.854 0.003 0.634
H 3.697 -0.024 -0.439
H 4.685 1.259 -0.979
H 3.647 1.523 -2.924
H 3.260 -0.131 -3.246
H 1.477 1.566 -2.805
H 1.084 -0.854 -1.009
H -0.104 0.116 -1.887
H 1.032 -0.838 -2.790
H 2.696 2.539 -0.762
H 1.909 1.215 0.147
H 0.933 2.398 -0.706
H 9.320 1.873 -1.777
H 6.838 2.388 0.998
H 7.784 2.762 -4.264
H 5.687 1.262 -5.258
H 7.504 -0.349 -5.116
H 9.134 -0.412 -4.449
H 9.847 -2.416 -7.636
H 8.590 -3.588 -7.937
H 8.522 -2.051 -8.808
H 6.257 -3.004 -3.734
H 5.697 -1.459 -4.275
H 3.815 -2.151 -3.466
H 4.438 -3.596 -2.787
H 2.108 -2.655 -2.144
H 2.910 -1.899 -0.826
H 2.555 -4.794 -1.536
H 3.979 -4.405 -0.624
H 1.733 -5.076 0.605
H 2.747 -3.881 1.341
H 1.736 -1.640 1.793
H -0.622 -0.485 1.342
H -1.969 -2.145 -0.337
H -0.336 -4.191 -0.859
C -6.374 3.742 1.590
C -5.470 2.689 1.505
C -4.461 2.714 0.559
C -4.358 3.789 -0.316
C -5.280 4.837 -0.245
C -6.281 4.812 0.717
C -5.221 5.982 -1.198
O -6.015 6.894 -1.137
C -4.150 5.966 -2.239
C -4.101 6.993 -3.172
C -3.109 7.002 -4.138
C -2.157 5.989 -4.173
C -2.203 4.960 -3.248
C -3.202 4.940 -2.282
C -3.255 3.812 -1.313
O -2.422 2.925 -1.337
H -7.154 3.725 2.339
H -5.551 1.851 2.185
H -3.748 1.904 0.488
H -6.982 5.634 0.771
H -4.845 7.777 -3.133
H -3.076 7.801 -4.867
H -1.381 6.002 -4.927
H -1.471 4.164 -3.267
C -0.316 6.956 1.845
C -1.390 6.191 1.404
C -2.209 5.550 2.318
C -1.954 5.665 3.679
C -0.863 6.416 4.120
C -0.052 7.068 3.200
C -0.540 6.522 5.573
O 0.405 7.177 5.956
C -1.412 5.788 6.534
C -1.105 5.830 7.888
C -1.909 5.167 8.800
C -3.028 4.464 8.364
C -3.336 4.415 7.015
C -2.527 5.070 6.095
C -2.862 4.982 4.646
O -3.838 4.375 4.259
H 0.317 7.464 1.130
H -1.589 6.097 0.343
H -3.051 4.957 1.983
H 0.782 7.657 3.555
H -0.236 6.383 8.216
H -1.667 5.198 9.854
H -3.658 3.953 9.080
H -4.202 3.870 6.665
C -5.202 1.453 -2.701
C -6.355 2.087 -3.151
C -7.484 1.343 -3.449
C -7.462 -0.039 -3.306
C -6.299 -0.676 -2.871
C -5.173 0.076 -2.562
C -6.233 -2.160 -2.742
O -5.223 -2.711 -2.355
C -7.447 -2.943 -3.109
C -7.400 -4.330 -3.046
C -8.520 -5.075 -3.372
C -9.695 -4.438 -3.755
C -9.747 -3.057 -3.823
C -8.623 -2.304 -3.508
C -8.695 -0.818 -3.615
O -9.720 -0.262 -3.945
H -4.322 2.026 -2.461
H -6.372 3.163 -3.267
H -8.390 1.824 -3.794
H -4.279 -0.425 -2.216
H -6.482 -4.815 -2.743
H -8.481 -6.156 -3.326
H -10.571 -5.023 -4.003
H -10.654 -2.550 -4.123
C -4.328 -2.817 3.648
C -3.303 -2.768 2.709
C -2.265 -3.681 2.769
C -2.240 -4.638 3.774
C -3.259 -4.677 4.728
C -4.307 -3.768 4.655
C -3.233 -5.671 5.838
O -4.118 -5.712 6.665
C -2.075 -6.609 5.902
C -2.000 -7.513 6.955
C -0.941 -8.401 7.029
C 0.045 -8.397 6.049
C -0.022 -7.496 5.000
C -1.076 -6.594 4.925
C -1.115 -5.614 3.803
O -0.253 -5.608 2.945
H -5.144 -2.109 3.596
H -3.316 -2.019 1.929
H -1.466 -3.659 2.044
H -5.096 -3.813 5.393
H -2.775 -7.510 7.709
H -0.883 -9.102 7.852
H 0.868 -9.097 6.107
H 0.741 -7.481 4.234


Entry 2:
164
Properties=species:S:1:pos:R:3 method="wB97M-V/def2-TZVPD" energy_ha=-4733.38724 lumo_energy_ev=-3.93 orbital_gap_ev=6.42 largest_force_ha_per_bohr=0.1246 charge=+1
C -7.078 -6.482 -1.029
C -6.359 -5.814 -2.173
C -6.076 -4.194 -2.213
C -4.763 -3.301 -1.788
P -3.106 -3.987 -1.078
C -2.903 -5.854 -1.428
O -3.326 -3.851 0.679
N -5.098 -1.845 -2.041
C -4.103 -0.737 -1.773
F -4.163 0.405 -2.714
C -4.150 -0.282 -0.170
C -3.187 1.043 -0.029
C -6.524 -1.844 -2.548
B -7.417 -0.519 -2.938
C -7.072 0.498 -4.218
O -8.628 -0.215 -2.122
N -7.133 -3.221 -2.689
C -8.481 -3.701 -3.183
C -8.274 -4.213 -4.762
C -8.140 -5.816 -5.165
N -8.242 -3.269 -5.788
H -8.127 -6.955 -1.293
H -6.636 -6.466 0.056
H -5.987 -6.433 -3.117
H -1.735 -6.083 -1.394
H -3.266 -6.193 -2.488
H -3.417 -6.504 -0.584
H -4.313 -3.705 0.875
H -3.021 -1.222 -1.913
H -5.241 -0.142 0.237
H -3.582 -1.159 0.407
H -2.597 1.105 0.994
H -3.781 2.016 -0.298
H -2.345 0.925 -0.867
H -6.462 1.395 -3.771
H -8.106 0.800 -4.682
H -6.475 -0.070 -5.081
H -8.935 -1.132 -1.792
H -8.884 -4.668 -2.613
H -9.324 -2.894 -3.097
H -8.755 -6.485 -4.403
H -8.551 -5.902 -6.268
H -7.015 -6.171 -5.103
H -8.355 -2.303 -5.364
C -2.442 6.396 -1.222
C -1.894 7.674 -1.325
C -0.524 7.863 -1.134
C 0.299 6.772 -0.827
C -0.254 5.498 -0.700
C -1.626 5.308 -0.909
C 0.596 4.349 -0.328
O 0.112 3.229 -0.219
C 2.034 4.570 -0.080
C 2.840 3.500 0.330
C 4.205 3.698 0.554
C 4.768 4.958 0.361
C 3.967 6.027 -0.042
C 2.595 5.835 -0.253
C 1.749 6.979 -0.645
O 2.243 8.089 -0.810
H -3.508 6.246 -1.380
H -2.532 8.523 -1.556
H -0.102 8.863 -1.221
H -2.062 4.314 -0.825
H 2.409 2.512 0.481
H 4.828 2.866 0.878
H 5.832 5.111 0.528
H 4.413 7.010 -0.186
C 8.597 8.139 4.326
C 9.707 8.911 4.668
C 10.736 9.102 3.744
C 10.660 8.509 2.478
C 9.562 7.717 2.145
C 8.522 7.541 3.068
C 9.495 7.045 0.831
O 8.529 6.352 0.537
C 10.613 7.214 -0.119
C 10.589 6.537 -1.345
C 11.635 6.702 -2.256
C 12.701 7.548 -1.949
C 12.729 8.220 -0.725
C 11.688 8.044 0.195
C 11.745 8.731 1.501
O 12.683 9.471 1.773
H 7.791 7.998 5.043
H 9.772 9.367 5.653
H 11.597 9.710 4.016
H 7.656 6.935 2.810
H 9.760 5.877 -1.594
H 11.618 6.171 -3.205
H 13.512 7.683 -2.660
H 13.567 8.875 -0.491
C 10.829 13.285 11.236
C 11.939 14.057 11.578
C 12.967 14.248 10.654
C 12.892 13.655 9.388
C 11.793 12.863 9.055
C 10.754 12.687 9.978
C 11.726 12.192 7.741
O 10.760 11.499 7.447
C 12.844 12.361 6.791
C 12.820 11.684 5.565
C 13.867 11.848 4.654
C 14.932 12.695 4.961
C 14.961 13.366 6.184
C 13.919 13.191 7.105
C 13.976 13.877 8.411
O 14.914 14.617 8.683
H 10.023 13.144 11.953
H 12.003 14.513 12.563
H 13.828 14.857 10.926
H 9.887 12.081 9.720
H 11.991 11.024 5.316
H 13.849 11.318 3.705
H 15.743 12.829 4.249
H 15.798 14.021 6.419
C -13.867 -9.765 1.442
C -13.263 -8.685 0.797
C -11.884 -8.681 0.586
C -11.102 -9.754 1.032
C -11.702 -10.821 1.698
C -13.090 -10.833 1.894
C -10.882 -11.935 2.217
O -11.409 -12.875 2.799
C -9.418 -11.895 2.031
C -8.622 -12.915 2.568
C -7.238 -12.892 2.386
C -6.646 -11.858 1.660
C -7.436 -10.837 1.129
C -8.824 -10.851 1.323
C -9.646 -9.748 0.788
O -9.127 -8.837 0.154
H -14.943 -9.773 1.598
H -13.867 -7.847 0.456
H -11.420 -7.837 0.077
H -13.567 -11.669 2.401
H -9.076 -13.728 3.133
H -6.621 -13.683 2.808
H -5.569 -11.844 1.512
H -6.967 -10.031 0.568
C -2.413 -13.772 -4.845
C -3.091 -14.193 -5.988
C -3.690 -13.254 -6.830
C -3.622 -11.890 -6.520
C -2.965 -11.472 -5.363
C -2.349 -12.414 -4.529
C -2.930 -10.040 -5.000
O -2.350 -9.671 -3.986
C -3.610 -9.061 -5.871
C -3.634 -7.708 -5.509
C -4.263 -6.774 -6.334
C -4.862 -7.186 -7.525
C -4.844 -8.534 -7.886
C -4.226 -9.475 -7.052
C -4.244 -10.903 -7.425
O -4.773 -11.266 -8.469
H -1.937 -14.503 -4.194
H -3.151 -15.252 -6.227
H -4.213 -13.589 -7.724
H -1.823 -12.093 -3.632
H -3.166 -7.378 -4.583
H -4.285 -5.725 -6.048
H -5.346 -6.457 -8.172
H -5.318 -8.848 -8.814